Molecular formula: C35H65N2NiOP2Si2Te
Method: DFT, wB97M-V/def2-TZVPD

```
109
Properties=species:S:1:pos:R:3:forces:R:3
Ni -0.016936 1.215402 0.044173 -0.3 1.6 -1.1
C 3.484302 3.982821 1.719707 0.0 0.0 0.0
C 3.673479 3.185924 0.425496 -0.3 0.6 0.0
C 3.683822 4.108240 -0.798023 0.0 0.0 0.0
P 2.352387 1.922112 0.256114 0.2 -1.3 0.0
C 2.640663 0.754238 1.674281 -0.1 0.0 0.0
C 4.074403 0.347958 1.990137 0.1 0.1 0.1
C 1.770717 -0.468241 1.370422 0.3 0.1 0.1
C 2.872250 0.909502 -1.161537 0.0 0.1 -0.1
C 4.187532 0.509367 -1.410915 0.1 0.0 0.0
C 4.488536 -0.338351 -2.462561 0.1 0.1 0.1
C 3.460965 -0.799268 -3.281371 -0.1 0.1 0.0
C 2.161032 -0.375963 -3.079340 0.1 -0.2 0.0
C 1.850046 0.495607 -2.027908 -0.7 0.4 0.3
N 0.535823 0.956052 -1.787593 0.1 -0.3 0.4
C -0.294835 1.298605 -2.852111 0.2 0.0 0.3
C 0.193070 1.581090 -4.146599 -0.1 0.0 0.1
C -0.673347 1.903991 -5.172208 0.0 0.0 0.1
C -2.046503 1.976607 -4.947010 -0.1 0.0 0.0
C -2.526695 1.774391 -3.665108 0.0 0.1 -0.1
C -1.671138 1.454655 -2.612030 0.1 -0.1 0.0
P -2.185012 1.403260 -0.876532 0.4 0.6 -0.8
C -3.771242 0.461899 -0.799868 0.1 -0.4 0.2
C -5.048179 1.192602 -1.226923 0.0 0.1 0.0
C -3.641629 -0.852716 -1.579786 -0.1 0.1 -0.1
C -2.675099 3.178808 -0.629336 0.3 0.0 0.6
C -3.276111 3.373281 0.768784 0.0 0.0 0.0
C -1.471156 4.110650 -0.832136 -0.2 0.0 -0.2
H 4.320092 4.669770 1.864778 0.0 0.0 0.0
H 3.427729 3.340576 2.603294 0.0 0.0 -0.1
H 2.571339 4.586676 1.670182 0.1 0.0 0.0
H 4.620181 2.647530 0.475994 0.0 -0.1 0.0
H 2.752619 4.679332 -0.860291 0.0 0.0 0.0
H 3.800768 3.548847 -1.727636 0.0 0.0 0.0
H 4.509567 4.820504 -0.728096 0.0 0.0 0.0
H 2.224419 1.261627 2.550477 0.0 0.0 0.0
H 4.526917 -0.191867 1.157525 0.0 0.0 0.0
H 4.080180 -0.321145 2.854082 0.0 0.0 0.0
H 4.709416 1.202501 2.240015 -0.1 -0.1 0.0
H 2.253123 -1.111603 0.633295 0.0 0.0 0.0
H 0.801275 -0.174407 0.940705 0.1 -0.6 0.3
H 1.550597 -1.053286 2.263588 0.0 0.0 0.0
H 4.993487 0.864266 -0.779169 0.0 0.0 0.0
H 5.512611 -0.638509 -2.644627 0.0 0.0 0.0
H 3.677314 -1.494859 -4.084169 0.0 0.1 0.0
H 1.370441 -0.720607 -3.734561 0.0 0.0 0.0
H 1.259669 1.571145 -4.328002 -0.1 0.0 0.0
H -0.274887 2.117577 -6.157240 0.0 0.0 0.0
H -2.725840 2.225029 -5.752681 0.0 0.0 0.0
H -3.586935 1.890207 -3.478656 0.0 0.0 0.0
H -3.860386 0.218586 0.262626 0.0 0.0 0.1
H -5.161153 1.198624 -2.311482 0.0 0.0 0.0
H -5.116567 2.219978 -0.871245 0.0 -0.1 0.0
H -5.904832 0.650653 -0.822367 0.0 0.0 0.0
H -3.581909 -0.658743 -2.653332 0.0 0.0 0.1
H -4.511857 -1.486940 -1.395642 0.0 0.1 0.0
H -2.757157 -1.415934 -1.299581 0.1 0.0 0.0
H -3.414601 3.405936 -1.396405 -0.1 0.0 0.0
H -2.536019 3.135422 1.537575 -0.1 0.1 -0.1
H -4.149121 2.740521 0.946163 0.1 0.0 0.0
H -3.585682 4.412739 0.904475 0.0 0.0 0.0
H -0.591052 3.760727 -0.291621 0.1 0.0 0.1
H -1.709947 5.113875 -0.466790 0.0 -0.1 -0.1
H -1.193746 4.189433 -1.885263 0.0 -0.1 0.1
C -2.143171 -4.457728 3.373072 -0.3 -0.2 0.0
Si -0.449078 -3.706368 3.408143 0.0 -0.1 -0.1
C 0.700236 -4.637492 4.524002 0.2 -0.2 0.3
C -0.620697 -1.941962 3.988210 0.0 0.4 0.1
C 0.252645 -3.815836 1.676263 0.2 -0.1 -0.3
Te -0.930712 -2.786185 0.233805 -0.1 0.0 0.2
C 0.343557 -3.180050 -1.435050 0.3 0.2 0.0
Si -0.289968 -4.537053 -2.554956 -0.1 0.1 0.1
C 0.938276 -4.784407 -3.918427 0.3 -0.1 -0.4
C -1.927829 -3.970481 -3.226496 -0.3 0.1 -0.2
C -0.495147 -6.078263 -1.550189 0.0 -0.4 0.1
H -2.579738 -4.494144 4.377772 0.0 0.0 -0.1
H -2.124120 -5.479506 2.976734 0.0 0.1 0.0
H -2.812465 -3.867536 2.737919 0.0 -0.1 0.1
H 0.309939 -4.707618 5.548305 0.1 0.0 -0.2
H 1.680496 -4.145716 4.570598 -0.1 -0.1 0.0
H 0.853700 -5.659001 4.153966 0.0 0.2 0.1
H -1.328275 -1.919051 4.826458 0.1 0.0 -0.1
H -1.012993 -1.291911 3.195328 0.0 -0.1 0.1
H 0.327261 -1.521935 4.344071 -0.1 0.0 -0.1
H 0.266383 -4.873641 1.383465 0.0 0.2 0.0
H 1.273601 -3.429313 1.605435 -0.1 0.0 0.0
H 1.326558 -3.421830 -1.010443 -0.1 0.1 0.0
H 0.451332 -2.235389 -1.977591 0.0 -0.1 0.1
H 1.049578 -3.874743 -4.520783 0.0 -0.1 0.1
H 0.620073 -5.590185 -4.591106 0.1 0.1 0.1
H 1.922391 -5.052730 -3.519038 -0.1 0.0 -0.1
H -1.882914 -2.917120 -3.535205 0.0 -0.2 0.0
H -2.708657 -4.069129 -2.464720 0.0 0.0 -0.1
H -2.233793 -4.558910 -4.100422 0.0 0.1 0.2
H 0.463383 -6.415170 -1.136019 -0.1 0.0 0.0
H -0.903549 -6.899976 -2.150752 0.1 0.1 0.1
H -1.186136 -5.894720 -0.721361 0.0 -0.1 0.0
C -0.079101 4.122015 4.578412 -0.1 -0.2 -0.1
N -0.579413 2.967225 3.809765 -0.1 0.1 0.2
C -1.562039 2.030131 4.368815 0.1 0.1 0.0
C -0.132200 2.747260 2.591658 0.1 -0.1 -0.1
O -0.524756 1.789457 1.900590 0.0 -0.4 -0.3
H -0.616103 4.169914 5.519117 0.0 0.0 0.0
H -0.249247 5.052332 4.040363 0.0 0.0 0.0
H 0.983469 4.023337 4.794036 0.0 -0.1 0.0
H -1.860956 2.381461 5.350377 0.0 0.0 0.0
H -1.133560 1.032090 4.453510 0.0 0.0 0.0
H -2.436886 1.970009 3.724136 0.0 0.0 0.0
H 0.609423 3.463166 2.222101 0.0 0.0 0.0
```
Positions in Å, forces in eV/Å.

Highest occupied orbital energy (spin up / spin down) = -9.39 / -9.39 eV
Gap between HOMO and LUMO (spin up / spin down) = 6.59 / 6.24 eV
E = -125044.74119 eV
Total charge = +1

Molecular formula: CH2N2OS2
Method: DFT, wB97M-V/def2-TZVPD

```
8
Properties=species:S:1:pos:R:3:forces:R:3
C -2.535176 -1.524514 -2.039285 -0.7 1.9 2.5
N -2.273060 -2.565859 -2.383689 1.5 -3.8 -2.9
N 0.353502 -1.173406 0.689825 -0.8 1.2 -0.1
O -1.152781 -0.508713 2.471445 -1.0 -0.3 1.6
S -3.005645 -0.589664 -0.769814 -0.1 2.0 1.2
S -0.888236 -0.077163 1.139694 1.9 -1.1 -2.6
H 0.621475 -1.678426 1.520208 0.1 -0.2 0.1
H 1.129174 -0.952293 0.060520 -0.7 0.2 0.2
```
Positions in Å, forces in eV/Å.

Highest occupied orbital energy (spin up / spin down) = -9.33 / -8.91 eV
Gap between HOMO and LUMO (spin up / spin down) = 7.51 / 6.29 eV
Energy above the lowest of the compared OMol25 structures with the same formula, charge and spin = 43.9 kcal/mol
E = -27764.38505 eV
Total charge = 0

Molecular formula: C5H8O
Method: DFT, wB97M-V/def2-TZVPD

```
14
Properties=species:S:1:pos:R:3:forces:R:3
C -0.888146 -0.145341 1.047617 -0.2 -0.1 0.4
C 0.196301 0.743556 0.582901 -0.4 0.4 -0.4
C 1.507669 0.148207 0.187561 -0.3 0.4 0.2
O 1.251085 -0.990782 -0.561987 -1.6 0.6 -1.3
C -0.444911 -0.696902 -1.340390 1.7 -0.1 0.7
C -0.959190 0.291112 -0.382271 0.8 0.5 0.2
H -0.646144 -1.197745 1.161152 -0.1 0.1 0.1
H -1.598481 0.265339 1.749743 -0.1 -0.1 0.1
H 0.261430 1.753858 0.984272 -0.4 0.0 -0.2
H 1.944143 -0.008098 1.197758 0.4 -0.9 -0.6
H 2.160385 0.888421 -0.314391 -0.3 -0.2 0.0
H -0.572994 -1.754914 -1.184934 -0.6 -0.1 0.1
H -0.629312 -0.413181 -2.404641 1.2 -0.1 0.7
H -1.581836 1.116471 -0.722391 -0.1 -0.5 0.0
```
Positions in Å, forces in eV/Å.

Highest occupied orbital energy = -9.33 eV
Gap between HOMO and LUMO = 10.35 eV
Energy above the lowest of the compared OMol25 structures with the same formula, charge and spin = 73.3 kcal/mol
E = -7359.07730 eV
Total charge = 0

Molecular formula: C3H31N3O11
Method: DFT, wB97M-V/def2-TZVPD

```
48
Properties=species:S:1:pos:R:3:forces:R:3
H -0.669790 1.011492 -2.242752 -0.4 0.2 0.3
N -0.335361 0.600904 -1.376728 0.5 -0.2 -0.2
C -1.195159 0.434194 -0.445130 0.1 0.7 -0.5
N -2.519752 0.887956 -0.479420 0.0 -0.5 -0.2
N -0.744187 -0.025164 0.769473 0.5 -0.7 1.1
C -1.278103 -1.137858 1.491149 0.2 -3.6 1.0
C -0.201483 -2.161360 2.168296 -1.6 1.5 -0.1
H -3.173202 0.410673 0.123979 0.1 -0.2 0.3
H -2.931913 0.925026 -1.405397 0.3 -0.2 0.0
H 0.239662 0.090351 1.011997 -0.4 0.0 -1.1
H -1.918126 -0.922727 2.332946 -0.5 0.7 -0.1
H -1.741640 -1.979463 0.928618 -0.6 1.7 -0.6
H 0.795756 -1.833302 1.923366 0.5 -0.4 0.1
H -0.406709 -2.169249 3.239771 0.6 0.2 0.0
H -0.485668 -3.164543 1.847789 0.7 0.0 -0.3
O 2.407104 1.456865 1.480810 0.3 -0.2 -0.2
H 2.911613 2.113092 1.973556 0.0 0.0 0.0
H 2.843622 1.403039 0.613177 -0.3 0.0 0.1
O -2.163503 1.493919 3.855488 -0.6 -0.2 -0.1
H -1.322697 1.666151 4.292402 -0.1 0.0 -0.4
H -2.019132 1.586788 2.894667 0.4 0.0 0.9
O -3.472554 -2.074947 -1.178949 0.4 -0.1 0.1
H -2.526257 -2.351796 -1.070732 -0.8 0.4 -0.3
H -3.669910 -2.502536 -2.021599 -0.2 0.1 0.1
O -1.252438 -3.351052 -1.608613 0.9 -0.4 0.8
H -1.399326 -3.918578 -0.837833 -0.3 -0.2 -0.3
H -0.287724 -3.197732 -1.492702 -0.1 0.2 -0.4
O 2.392639 1.396665 -2.246251 0.5 -0.2 0.0
H 1.623692 1.211068 -1.688996 -0.4 0.1 -0.1
H 2.498427 2.352067 -2.283446 -0.4 0.1 0.1
O 3.372988 -1.553042 0.315168 0.9 -0.5 0.0
H 3.719318 -0.986708 1.016172 -0.7 0.0 -0.1
H 2.435786 -1.447408 0.150623 -0.1 0.7 0.1
O -0.240235 2.227377 2.121918 -0.1 0.6 0.3
H 0.028629 3.031867 2.590692 0.2 -0.3 -0.1
H 0.526838 1.650277 1.998071 0.2 0.6 0.0
O 2.639365 -1.570116 -3.131045 -0.5 1.1 -0.4
H 3.149735 -0.872070 -3.566499 0.6 -0.5 0.0
H 1.874294 -0.992492 -2.956210 -0.2 -0.6 0.4
O 0.588095 4.136215 -2.016415 0.2 -0.4 0.1
H 0.078780 3.693452 -1.290301 0.1 0.5 -0.5
H 0.205199 3.839147 -2.847864 0.0 0.0 0.1
O 1.482195 -3.037314 -1.095447 -0.2 -0.2 0.3
H 1.952445 -3.214215 -0.273600 0.1 -0.2 -0.1
H 2.158172 -3.032175 -1.783707 0.1 0.3 -0.2
O -1.113474 3.573544 -0.063119 0.1 0.4 0.1
H -1.959982 3.307887 -0.431000 0.0 -0.3 0.3
H -0.896038 2.995842 0.693646 -0.3 -0.1 -0.3
```
Positions in Å, forces in eV/Å.

Highest occupied orbital energy = -9.26 eV
Gap between HOMO and LUMO = 9.13 eV
E = -30607.10525 eV
Total charge = 0

Molecular formula: CH4N2O
Method: DFT, wB97M-V/def2-TZVPD

```
8
Properties=species:S:1:pos:R:3:forces:R:3
C -0.861281 0.762584 -0.276440 -0.9 0.1 1.9
N -0.429520 -0.334487 0.517522 1.7 -0.9 -1.3
N 1.479942 -0.853573 -0.288144 -1.5 1.1 0.3
O -0.433062 0.883829 1.089908 0.4 0.7 0.2
H -0.409622 1.388678 -0.998382 1.2 -0.2 -0.7
H -1.905577 0.758451 -0.243613 -1.7 0.3 -0.7
H 1.619473 -0.924578 0.709728 0.6 -0.4 0.4
H 0.939647 -1.680905 -0.510579 0.2 -0.6 -0.1
```
Positions in Å, forces in eV/Å.

Highest occupied orbital energy (spin up / spin down) = -9.60 / -9.90 eV
Gap between HOMO and LUMO (spin up / spin down) = 9.79 / 10.10 eV
Energy above the lowest of the compared OMol25 structures with the same formula, charge and spin = 158.8 kcal/mol
E = -6123.62184 eV
Total charge = 0

Molecular formula: C5H7N3O2S
Method: DFT, wB97M-V/def2-TZVPD

```
18
Properties=species:S:1:pos:R:3:forces:R:3
C -3.787419 -0.503614 0.050195 -0.4 0.1 -1.3
O -2.730510 0.438921 -0.381907 -3.4 -0.4 0.8
C -1.531389 -0.050999 -0.278719 0.8 4.0 1.4
O -1.237471 -1.152701 -0.452665 1.1 -4.7 -0.7
C -0.595668 1.009378 0.246872 2.5 -1.2 -9.0
C 0.845728 0.665958 0.094748 1.4 0.5 -0.6
N 1.721509 1.599300 -0.145347 1.2 -1.9 -0.4
N 3.034529 1.043007 -0.326624 -0.4 1.6 0.1
C 3.142460 -0.222139 -0.189305 -5.1 1.2 0.7
N 4.228165 -0.971838 -0.210161 4.2 9.9 -7.2
S 1.494551 -0.941992 0.145965 1.0 0.0 -0.2
H -3.809199 -0.689419 1.100314 0.3 0.8 1.0
H -4.740222 -0.112466 -0.303406 0.2 0.3 0.2
H -3.729857 -1.515992 -0.321823 0.7 0.0 -0.9
H -0.758117 1.249567 1.117396 -2.2 1.6 9.6
H -0.725251 2.014339 -0.186832 -0.1 -0.5 -0.7
H 5.063380 -0.218042 -0.288106 -2.0 -3.2 0.8
H 4.114789 -1.641276 0.329405 0.3 -8.0 6.4
```
Positions in Å, forces in eV/Å.

Highest occupied orbital energy = -8.88 eV
Gap between HOMO and LUMO = 9.53 eV
Energy above the lowest of the compared OMol25 structures with the same formula, charge and spin = 88.5 kcal/mol
E = -24695.99604 eV
Total charge = 0